Record 1
A cluster of 2 separate species, C39H38ClN3O3 in total in a non-equilibrium geometry. Source: the OMol25 dataset; level of theory: the ωB97M-V functional and the def2-TZVPD basis.

Properties
total charge: 0
ΔE to the lowest compared entry with this formula, charge and spin: 109.6 kJ/mol
total energy: -64189.7206 eV
orbital gap: 3.2 eV

Each line ends with the Mulliken charge.
Element x y z (Å)
C1 0.5292 6.5957 1.2043  -0.984
C2 0.3630 5.1390 1.5331  -0.332
O1 -1.0471 4.7844 1.6142  -0.060
C3 -1.1646 3.4753 1.9683  -0.127
C4 -2.5414 3.0108 2.2543  -0.030
N1 -2.5833 1.7569 2.5390  0.009
C5 -2.7863 0.7388 3.2720  -0.529
C6 -2.0630 -0.5328 3.1516  0.114
C7 -2.7411 -1.7616 3.2464  -0.170
C8 -2.0382 -2.9615 3.2807  -0.735
C9 -0.6377 -2.9416 3.2649  0.384
Cl1 0.2327 -4.4059 3.3647  -0.238
C10 0.0466 -1.7253 3.1460  -0.684
C11 -0.6707 -0.5328 3.0247  -0.232
O2 -0.1875 2.7409 2.0991  -0.766
H1 1.5956 6.7974 1.0626  0.442
H2 0.0077 6.8637 0.2839  0.076
H3 0.2010 7.2469 2.0200  0.227
H4 0.8362 4.5199 0.7635  0.317
H5 0.8464 4.9416 2.4921  0.359
H6 -3.3488 3.7491 2.2687  0.123
H7 -3.5196 0.7875 4.1003  0.481
H8 -3.8275 -1.7552 3.2955  0.250
H9 -2.5600 -3.9096 3.3338  0.391
H10 1.1308 -1.7189 3.1462  0.402
H11 -0.1697 0.4207 2.8711  0.439
C12 -2.7673 9.5459 2.4666  -1.021
N2 -3.9703 8.9361 1.9621  0.438
C13 -4.7262 9.5515 1.0008  0.143
O3 -4.5745 10.7055 0.6115  -0.678
C14 -5.7421 8.5165 0.5072  0.502
C15 -5.7635 8.4543 -1.0206  -1.439
C16 -4.4232 7.9675 -1.5229  0.136
C17 -3.3336 8.8402 -1.6171  -0.234
C18 -2.0518 8.3361 -1.8353  -0.644
C19 -1.8564 6.9594 -1.9984  -0.493
C20 -2.9647 6.1068 -2.0219  -0.549
C21 -4.2472 6.6226 -1.8538  -0.059
N3 -5.2900 7.2754 1.1494  0.567
C22 -5.6776 6.0556 0.7722  -0.410
C23 -5.2397 4.8314 1.3381  -0.968
C24 -5.7479 4.3977 2.5450  0.100
C25 -5.9902 3.0501 2.9895  0.263
C26 -6.7141 2.8099 4.1934  -0.513
C27 -6.8212 1.5269 4.7145  -0.734
C28 -6.3721 0.4271 3.9634  -0.330
C29 -5.7354 0.6403 2.7290  -0.603
C30 -5.4970 1.9414 2.2765  -0.346
C31 -4.2115 7.5117 2.1299  -0.612
C32 -4.5640 7.1124 3.5247  -0.985
C33 -5.5441 7.6906 4.2521  -0.470
C34 -6.1205 7.0944 5.4528  0.818
C35 -7.0814 7.7945 6.2206  -0.514
C36 -7.6865 7.2037 7.3278  -0.566
C37 -7.3603 5.8894 7.6926  -0.501
C38 -6.4248 5.1794 6.9362  -0.524
C39 -5.7851 5.7787 5.8495  -0.528
H12 -2.7387 10.5949 2.1583  0.390
H13 -2.7437 9.4852 3.5572  0.284
H14 -1.8856 9.0235 2.0638  0.321
H15 -6.7181 8.8376 0.9226  0.237
H16 -6.5880 7.8005 -1.3263  0.460
H17 -5.9691 9.4734 -1.3810  0.577
H18 -3.5012 9.9143 -1.4840  0.411
H19 -1.2033 9.0210 -1.8632  0.405
H20 -0.8502 6.5514 -2.1055  0.500
H21 -2.8356 5.0356 -2.1765  0.409
H22 -5.1257 5.9743 -1.9177  0.422
H23 -6.4211 6.0170 -0.0374  0.588
H24 -4.6747 4.1494 0.6794  0.343
H25 -6.2312 5.1643 3.1486  0.769
H26 -7.1449 3.6728 4.7134  0.631
H27 -7.2611 1.4003 5.7071  0.393
H28 -6.5533 -0.5941 4.3158  0.373
H29 -5.3973 -0.2124 2.1296  0.394
H30 -4.9655 2.1251 1.3476  0.311
H31 -3.3200 6.9447 1.8167  0.437
H32 -3.9337 6.3074 3.9216  0.645
H33 -5.9361 8.6722 3.9579  0.360
H34 -7.3425 8.8073 5.9143  0.377
H35 -8.4206 7.7629 7.9032  0.372
H36 -7.8521 5.4201 8.5438  0.389
H37 -6.1927 4.1425 7.1821  0.424
H38 -5.0438 5.2240 5.2701  0.410


Record 2
A structure of composition C39H38F2N8O6SSn in a non-equilibrium geometry. Source: the OMol25 dataset; level of theory: the ωB97M-V functional and the def2-TZVPD basis.

Properties
total charge: 0
total energy: -87366.3637 eV
orbital gap: 3.8 eV

Each line ends with the Mulliken charge.
Element x y z (Å)
Sn1 1.5996 0.2689 3.2912  0.993
C1 4.9302 -0.9782 6.6905  -1.662
C2 3.6379 -0.5815 6.0342  0.277
N1 3.6143 0.0928 4.9337  0.947
N2 4.7623 0.3926 4.3384  -1.148
C3 4.7201 1.2098 3.3275  0.369
N3 5.8743 1.3778 2.6364  -0.454
S1 3.3996 2.2161 2.8536  -0.511
C4 2.3543 -0.9635 6.5903  0.574
C5 2.2328 -1.5383 7.8616  -0.800
C6 0.9801 -1.8638 8.3378  -0.305
C7 -0.1267 -1.6178 7.5393  -1.001
C8 0.0809 -1.0434 6.2927  0.026
N4 1.2736 -0.7309 5.8341  0.273
H1 5.7200 -0.3494 6.2872  0.429
H2 5.1548 -2.0156 6.4447  0.291
H3 4.9075 -0.8724 7.7719  0.431
H4 6.5049 0.5894 2.6305  0.274
H5 5.7769 1.9049 1.7843  0.251
H6 3.1075 -1.7073 8.4674  0.248
H7 0.8745 -2.3018 9.3209  0.422
H8 -1.1228 -1.8601 7.8725  0.408
H9 -0.7497 -0.8028 5.6457  0.338
C9 5.4775 -0.5968 -3.9247  -1.437
C10 4.3700 -1.5749 -3.5350  -0.272
C11 3.4472 -1.9352 -4.6941  -1.136
C12 2.6962 -0.7024 -5.1782  -1.407
C13 2.0262 -0.0192 -4.0188  0.793
C14 0.9354 0.7958 -4.2330  -0.330
C15 0.3215 1.4268 -3.1591  -0.161
F1 -0.7806 2.1975 -3.4164  -0.503
C16 0.7509 1.2455 -1.8705  -0.666
C17 1.8240 0.3865 -1.6240  -0.276
C18 2.1781 0.0895 -0.2149  1.387
O1 1.4810 0.5592 0.6847  -0.587
C19 3.3303 -0.7636 -0.0749  -0.208
C20 3.9594 -1.2368 -1.1741  -0.419
N5 3.5757 -1.0209 -2.4544  0.122
C21 2.4918 -0.2248 -2.7037  0.479
C22 3.9353 -1.2747 1.2624  0.185
O2 5.0893 -1.6851 1.1926  -0.777
O3 3.1843 -1.2715 2.2577  -0.701
H10 5.9911 -0.9447 -4.8164  0.399
H11 6.1991 -0.5209 -3.1164  0.393
H12 5.0748 0.3951 -4.1103  0.355
H13 4.8352 -2.4924 -3.1595  0.536
H14 2.7216 -2.6679 -4.3375  0.349
H15 4.0216 -2.3786 -5.5071  0.469
H16 1.9427 -0.9861 -5.9174  0.477
H17 3.3889 -0.0115 -5.6683  0.363
H18 0.5588 0.9386 -5.2365  0.562
H19 0.2797 1.7214 -1.0247  0.696
H20 4.8444 -1.8395 -1.0174  0.551
F2 -1.1898 -1.2564 -2.7948  -0.572
C23 -1.9119 -0.5756 -1.8546  0.623
C24 -1.4542 -0.6287 -0.5593  -0.723
C25 -2.1271 0.0148 0.4722  -0.038
C26 -1.5986 -0.0255 1.8500  0.993
O4 -0.7191 -0.8143 2.1774  -0.718
C27 -2.2508 0.9114 2.7394  0.171
C28 -3.4041 1.5011 2.3832  -0.195
N6 -4.0172 1.3232 1.1602  0.163
C29 -5.3430 1.8160 0.9542  -0.420
C30 -6.4300 0.8246 0.6363  -0.432
C31 -6.3917 1.4901 1.9757  -0.863
C32 -3.3309 0.6796 0.1683  0.380
C33 -3.7914 0.6879 -1.1512  -1.057
C34 -3.0760 0.1205 -2.1974  -0.410
N7 -3.5951 0.2365 -3.5141  0.170
C35 -2.7987 -0.2367 -4.6347  -0.265
C36 -3.6692 -0.1775 -5.9027  -0.912
N8 -5.0759 -0.2176 -5.4377  -0.088
C37 -5.4399 1.0778 -4.8053  -0.842
C38 -4.2530 1.4715 -3.9001  -0.522
C39 -1.5958 1.2514 4.1003  -0.098
O5 -2.3232 1.2311 5.0831  -0.703
O6 -0.3835 1.5356 4.0123  -0.697
H21 -0.5401 -1.1543 -0.3319  0.723
H22 -3.9225 2.1500 3.0730  0.583
H23 -5.3867 2.7958 0.4799  0.412
H24 -6.1493 -0.2167 0.5829  0.235
H25 -7.1946 1.1139 -0.0692  0.287
H26 -6.0972 0.8956 2.8268  0.327
H27 -7.1294 2.2454 2.1975  0.254
H28 -4.7314 1.1762 -1.3429  0.730
H29 -2.5066 -1.2674 -4.4522  0.635
H30 -1.8862 0.3528 -4.7773  -0.084
H31 -3.4596 -1.0302 -6.5496  0.428
H32 -3.5121 0.7402 -6.4717  0.335
H33 -5.0914 -0.9117 -4.6756  0.392
H34 -5.7326 -0.4821 -6.1745  0.319
H35 -6.3537 0.9282 -4.2253  0.407
H36 -5.6216 1.8277 -5.5777  0.391
H37 -4.6095 2.0227 -3.0351  0.640
H38 -3.5637 2.1391 -4.4344  0.136


Record 3
A cluster of 2 separate species, C39H38NO3 in total in a non-equilibrium geometry. Source: the OMol25 dataset; level of theory: the ωB97M-V functional and the def2-TZVPD basis.

Properties
total charge: +1
total energy: -48683.6489 eV
orbital gap: 3.5 eV

Each line ends with the Mulliken charge.
Element x y z (Å)
C1 6.0445 0.4783 3.8807  -0.857
O1 5.4022 1.4728 3.1195  -0.489
C2 4.0165 1.5529 3.3119  0.861
C3 3.3157 2.5087 2.5678  -0.581
C4 1.9546 2.6364 2.6724  -0.503
C5 1.2128 1.7981 3.5130  -0.146
C6 -0.2433 1.8724 3.5268  -0.976
C7 -1.0829 0.7926 3.4823  0.218
N1 -2.4754 0.9756 3.4287  0.017
C8 -3.1308 2.2998 3.3157  -0.801
C9 -4.6344 2.0576 3.0966  -0.552
C10 -4.7989 0.5407 2.8440  -0.509
C11 -3.3848 -0.0627 2.8923  -0.548
C12 -0.5468 -0.5759 3.3284  -0.549
C13 0.2841 -0.8854 2.2525  0.371
C14 0.7979 -2.1529 2.1012  -0.837
C15 0.4864 -3.1376 3.0148  -0.726
C16 -0.3383 -2.8512 4.0860  -0.819
C17 -0.8457 -1.5817 4.2469  0.035
C18 1.9182 0.8617 4.2813  -0.779
C19 3.2835 0.7444 4.1875  -0.418
H1 7.1014 0.4570 3.6114  0.241
H2 5.9552 0.7103 4.9424  0.349
H3 5.6059 -0.4964 3.6653  0.346
H4 3.8750 3.1375 1.8974  0.541
H5 1.4344 3.3655 2.0749  0.469
H6 -0.6860 2.8517 3.4852  0.549
H7 -2.9319 2.8771 4.2240  0.382
H8 -2.6885 2.8343 2.4698  0.378
H9 -5.2115 2.3775 3.9732  0.254
H10 -5.0075 2.6475 2.2497  0.290
H11 -5.4421 0.0865 3.6079  0.281
H12 -5.2778 0.3467 1.8759  0.283
H13 -3.0307 -0.3418 1.8950  0.265
H14 -3.3360 -0.9540 3.5245  0.246
H15 0.5275 -0.1130 1.5445  0.640
H16 1.4527 -2.3722 1.2747  0.587
H17 0.8747 -4.1338 2.8869  0.454
H18 -0.5849 -3.6221 4.7969  0.433
H19 -1.4731 -1.3476 5.0895  0.588
H20 1.3692 0.2243 4.9527  0.606
H21 3.7895 0.0132 4.7936  0.434
C20 4.2526 4.8630 -3.2123  -0.866
O2 4.6487 3.8270 -2.3416  -0.416
C21 3.7250 2.7999 -2.1840  0.956
C22 4.0771 1.7190 -1.3594  -0.812
C23 3.2307 0.6610 -1.1829  -0.423
C24 1.9657 0.6047 -1.8126  0.979
C25 1.1722 -0.5498 -1.5992  -0.238
C26 -0.0714 -0.9778 -2.1254  1.003
C27 -0.6253 -2.1683 -1.5933  -0.711
C28 -1.8170 -2.6677 -2.0296  -0.649
C29 -2.5384 -2.0154 -3.0387  0.457
O3 -3.7304 -2.6016 -3.5270  -0.430
C30 -3.7253 -3.0578 -4.8733  0.167
C31 -3.7533 -4.4286 -5.1428  -0.198
C32 -3.6167 -4.8969 -6.4291  -0.558
C33 -3.4595 -4.0100 -7.4771  -0.358
C34 -3.4561 -2.6509 -7.2335  -0.733
C35 -3.6002 -2.1785 -5.9508  -0.127
C36 -2.0114 -0.8274 -3.5711  -0.607
C37 -0.8042 -0.3381 -3.1531  -0.617
C38 1.6017 1.7240 -2.5949  -0.750
C39 2.4578 2.7731 -2.7897  -0.714
H22 5.0413 5.6170 -3.2352  0.249
H23 4.1110 4.4711 -4.2208  0.383
H24 3.3358 5.3265 -2.8467  0.360
H25 5.0377 1.7383 -0.8735  0.500
H26 3.5334 -0.1585 -0.5556  0.424
H27 1.6036 -1.2414 -0.8946  0.256
H28 -0.0748 -2.7022 -0.8397  0.338
H29 -2.2038 -3.5954 -1.6428  0.512
H30 -3.8400 -5.1115 -4.3166  0.430
H31 -3.6022 -5.9583 -6.6159  0.380
H32 -3.3145 -4.3770 -8.4792  0.397
H33 -3.3099 -1.9560 -8.0448  0.382
H34 -3.6097 -1.1211 -5.7666  0.458
H35 -2.5716 -0.3019 -4.3242  0.489
H36 -0.3855 0.4996 -3.6768  0.317
H37 0.6160 1.7839 -3.0084  0.295
H38 2.1607 3.5913 -3.4230  0.449